Record 1
Here is a cluster of 6 separate species, C11H34BrN8O5 in total at a distorted geometry from the OMol25 dataset. Energies are from ωB97M-V with the def2-TZVPD basis set.

Its spin multiplicity is 2. The calculation puts the HOMO energy (spin up / spin down) at -9.65 / -9.64 eV. The energy above the lowest of the compared OMol25 structures with the same formula, charge and spin comes out at 0.0 kcal per mole. The calculation puts the gap between HOMO and LUMO (spin up / spin down) at 0.351 / 0.137 Eh.

```
59
Properties=species:S:1:pos:R:3:forces:R:3:nbo_charge:R:1
Br 11.441570 -10.453140 14.821820 0.427 -0.055 0.083 -0.30
C 7.560730 -10.249920 17.252880 1.483 -0.522 1.391 -0.61
C 8.696690 -10.309100 18.370940 0.249 0.289 -0.313 -0.08
C 8.218920 -10.786210 19.713590 -0.734 -2.025 0.903 -0.09
O 9.070520 -10.629510 20.865290 -0.351 0.822 -1.433 -0.54
C 9.143180 -9.261190 21.249200 -0.180 -0.796 0.593 -0.26
N 9.800860 -11.220980 17.983090 -1.153 0.124 -0.299 -0.86
H 8.022780 -9.916780 16.323570 -0.113 0.033 -0.053 0.20
H 6.721520 -9.604720 17.512790 0.204 0.065 0.097 0.22
H 7.200460 -11.270890 17.126710 -0.088 0.007 -0.141 0.22
H 9.129700 -9.329450 18.573140 -0.267 0.608 -0.481 0.16
H 8.141130 -11.871860 19.655130 -0.029 -0.198 -0.242 0.20
H 7.199110 -10.490780 19.960160 -0.061 0.710 0.029 0.17
H 9.394520 -9.320770 22.308150 0.351 0.519 -0.090 0.20
H 8.157610 -8.801740 21.173890 -0.092 0.192 -0.093 0.17
H 9.864740 -8.703810 20.651890 0.108 0.113 0.167 0.17
H 10.487590 -11.209230 18.723610 0.275 -0.008 -0.150 0.37
H 10.182680 -10.936100 17.092490 0.362 0.041 0.204 0.36
C 17.001200 -10.371820 16.297710 -0.346 -0.840 0.729 -0.61
C 15.721530 -10.866840 15.654960 0.592 0.433 -2.088 -0.10
C 15.430600 -12.398070 15.760950 0.547 0.202 1.745 -0.07
O 16.582480 -13.188910 15.411640 -1.914 2.076 1.536 -0.50
C 16.543010 -13.491570 14.070010 0.982 -1.385 -1.207 -0.26
N 14.623560 -9.961740 15.954360 -0.189 -1.630 0.057 -0.65
H 17.851590 -11.016320 16.075090 -0.122 0.045 -0.212 0.24
H 16.811400 -10.489970 17.364540 0.412 0.450 0.366 0.20
H 17.221180 -9.337720 16.032480 -0.129 -0.130 0.094 0.23
H 15.817500 -10.785510 14.572240 0.251 0.408 -0.283 0.20
H 14.513540 -12.624740 15.217150 0.193 -0.185 -0.671 0.18
H 15.144860 -12.582080 16.796610 0.422 -0.390 0.328 0.18
H 15.775860 -14.252780 13.928100 -0.139 -0.017 -0.523 0.17
H 17.520980 -13.927870 13.866790 -0.086 -0.230 -0.261 0.20
H 16.443930 -12.674610 13.355260 -0.332 0.393 0.231 0.18
H 14.261010 -10.067060 16.891140 0.270 0.324 0.720 0.36
H 13.846120 -10.248060 15.376680 -0.660 0.523 -0.651 0.36
C 9.268340 -12.910440 11.580070 -0.886 -3.468 -5.385 0.74
O 8.972130 -13.409700 10.468380 0.461 1.281 1.231 -0.68
N 10.481630 -12.665920 11.970060 3.798 1.101 0.201 -0.85
N 8.453540 -12.786610 12.549340 -4.607 0.841 4.234 -0.80
H 10.581980 -12.541240 12.967290 1.166 -0.147 -0.470 0.39
H 11.188850 -12.818970 11.265410 0.226 0.056 0.679 0.42
H 8.765490 -12.396750 13.427290 -0.456 -0.092 -0.139 0.37
H 7.488370 -13.078580 12.491780 0.308 0.175 -0.234 0.42
C 14.503380 -10.408670 11.725060 1.832 -1.400 -3.916 0.74
O 15.356710 -10.535620 10.829370 -0.533 0.125 1.174 -0.68
N 13.446440 -11.154470 11.848480 -3.223 -3.709 -0.205 -0.83
N 14.455760 -9.472090 12.596250 2.052 4.682 2.887 -0.83
H 12.858860 -11.029890 12.660470 -0.072 -0.333 -0.339 0.38
H 13.385410 -12.017160 11.326800 0.058 0.245 0.127 0.40
H 13.740330 -9.324560 13.293740 0.199 0.084 -0.402 0.40
H 15.178290 -8.787870 12.423380 -0.277 0.330 0.635 0.41
C 8.711580 -9.103700 11.912470 -0.616 0.523 -3.391 0.74
O 7.908210 -8.605060 11.161280 -0.714 0.786 -0.709 -0.65
N 9.843550 -9.681880 11.560030 3.121 -1.216 -2.564 -0.85
N 8.633500 -9.165060 13.179230 -1.390 0.009 7.090 -0.81
H 10.109420 -9.647410 10.586260 -0.149 -0.314 0.188 0.41
H 10.273900 -10.387220 12.140890 -0.011 0.216 -0.519 0.38
H 7.948460 -8.678820 13.739930 -0.025 -0.191 -0.439 0.41
H 9.390120 -9.616400 13.673100 -0.404 0.454 0.189 0.36
```
Forces are in eV/Å.

***

Record 2
Here is a structure of composition C43H43BCsGeN8S2 from the OMol25 dataset. Energies are from ωB97M-V with the def2-TZVPD basis set.

Its spin multiplicity is 2. The total charge is -2. The calculation puts the HOMO energy (spin up / spin down) at -1.55 / -1.55 eV. The energy above the lowest of the compared OMol25 structures with the same formula, charge and spin comes out at 13.0 kcal per mole. The calculation puts the gap between HOMO and LUMO (spin up / spin down) at 0.189 / 0.185 Eh.

```
99
Properties=species:S:1:pos:R:3:forces:R:3:mulliken_spin:R:1
Cs -0.103758 -0.567501 0.971632 0.372 0.723 -0.280 0.03
C 3.306953 2.079416 1.527186 -0.010 -0.010 -0.004 0.00
N 2.733424 1.354350 0.400148 -0.063 -0.025 0.088 0.00
C 2.410706 2.287722 -0.663401 -0.011 0.004 -0.003 -0.01
C 1.443277 1.752387 -1.709898 -0.007 -0.012 0.042 0.01
N 0.044909 1.898117 -1.325768 -0.034 -0.009 0.031 0.00
C -0.796466 1.156204 -2.251325 0.008 -0.024 0.031 0.00
C -0.375426 3.272193 -1.178248 0.018 0.028 0.002 0.00
C -0.443493 4.070884 -2.317472 -0.005 0.016 -0.002 0.00
C -0.860711 5.392179 -2.273218 -0.002 -0.016 0.005 0.00
C -1.221380 5.922718 -1.037852 0.010 -0.027 0.013 0.00
C -1.150450 5.143439 0.101080 0.022 0.013 -0.040 0.00
C -0.720099 3.796617 0.090064 -0.044 -0.013 -0.004 0.00
S -0.627238 2.914561 1.587675 -0.075 -0.081 0.016 0.00
C 3.406407 0.155032 0.046109 0.044 -0.029 0.017 0.01
C 3.987052 0.020877 -1.218294 0.013 0.019 -0.028 0.00
C 4.584511 -1.156421 -1.645716 -0.002 -0.008 0.009 0.00
C 4.620438 -2.239448 -0.782695 -0.014 0.002 0.020 0.00
C 4.071349 -2.117298 0.483928 0.040 0.032 -0.031 0.00
C 3.455661 -0.944619 0.954457 0.035 -0.062 0.033 -0.01
S 2.795817 -0.951139 2.583820 0.071 -0.116 0.012 0.00
H 4.193706 2.656515 1.207054 -0.005 -0.005 -0.001 0.00
H 3.588536 1.384563 2.312520 0.004 -0.015 0.008 0.00
H 2.554321 2.765547 1.920476 -0.001 -0.003 -0.004 0.00
H 3.324716 2.664676 -1.158584 -0.014 0.009 0.009 0.00
H 1.945799 3.150749 -0.182481 0.002 -0.004 -0.003 0.00
H 1.622654 0.688318 -1.880823 -0.001 0.011 -0.002 0.00
H 1.640423 2.259120 -2.673315 0.011 -0.004 -0.003 0.00
H -0.648899 1.438444 -3.307492 0.040 0.044 0.027 0.00
H -1.844601 1.305520 -1.996775 -0.018 0.000 0.005 0.00
H -0.573529 0.089264 -2.172759 -0.008 -0.013 -0.016 0.00
H -0.163809 3.634473 -3.271402 -0.001 -0.003 0.007 0.00
H -0.908050 5.988739 -3.177134 0.001 -0.004 0.005 0.00
H -1.559495 6.951767 -0.963501 0.001 -0.004 0.007 0.00
H -1.428639 5.559331 1.061755 0.002 0.003 0.003 0.00
H 3.956014 0.857601 -1.904930 0.006 -0.028 0.016 0.00
H 4.995205 -1.223132 -2.646437 -0.001 0.003 0.003 0.00
H 5.059681 -3.180793 -1.094993 -0.003 0.001 0.008 0.00
H 4.093222 -2.957929 1.167344 0.002 -0.003 -0.001 0.00
C -4.777196 -0.147795 -1.714554 -0.021 -0.065 -0.030 -0.01
C -3.820921 -0.090852 -0.690308 0.042 0.029 0.033 -0.01
N -2.857439 -0.986214 -0.883906 -0.034 -0.015 0.020 0.10
N -3.168068 -1.637117 -2.022852 0.003 0.058 -0.011 -0.04
C -4.317652 -1.158823 -2.535047 -0.039 0.004 -0.020 0.00
B -2.304903 -2.739180 -2.701399 0.005 -0.005 -0.057 0.03
N -1.365331 -3.456140 -1.734042 -0.076 -0.033 0.019 -0.06
C -1.337134 -4.787964 -1.534107 0.014 0.052 0.017 0.01
C -0.268638 -5.077186 -0.716499 0.021 0.018 0.069 0.00
C 0.312082 -3.819571 -0.467197 0.060 -0.004 0.032 -0.02
N -0.349488 -2.849721 -1.083093 -0.095 -0.234 -0.141 0.03
N -1.477462 -2.101566 -3.858955 -0.097 0.056 -0.068 0.00
C -1.703099 -0.945818 -4.515440 0.076 0.008 0.049 0.00
C -0.842657 -0.888143 -5.591903 -0.024 -0.033 -0.028 0.00
C -0.128627 -2.095747 -5.511604 0.011 0.039 0.055 0.00
N -0.517846 -2.819771 -4.471537 -0.090 -0.045 0.006 0.00
H -5.664964 0.450413 -1.832653 0.006 -0.006 0.001 0.00
H -3.786596 0.563593 0.170364 0.017 -0.033 -0.059 0.00
H -4.723997 -1.577480 -3.442283 0.013 0.008 -0.007 0.00
H -3.078537 -3.557647 -3.156150 0.047 -0.017 0.004 0.00
H -2.076707 -5.425410 -1.990439 -0.002 0.028 0.000 0.00
H 0.049521 -6.043157 -0.360523 -0.004 0.009 0.002 0.00
H 1.180844 -3.584414 0.133823 0.027 0.036 -0.028 0.00
H -2.423636 -0.229501 -4.156106 0.001 -0.026 -0.012 0.00
H -0.733547 -0.085955 -6.302703 -0.003 -0.006 0.002 0.00
H 0.658554 -2.462283 -6.153605 0.003 0.002 0.008 0.00
C -5.232823 -5.993362 -0.460577 0.008 0.015 0.010 0.04
C -4.359095 -6.326084 0.566409 -0.005 0.010 -0.014 -0.02
C -3.676380 -5.329215 1.249773 -0.014 0.001 0.008 0.00
C -3.861612 -3.984462 0.926163 -0.004 0.018 -0.052 0.29
C -4.740740 -3.663690 -0.111702 0.003 -0.022 0.031 0.06
C -5.422617 -4.659163 -0.796872 0.014 -0.010 0.018 -0.03
Ge -2.796089 -2.590323 1.773887 -0.250 -0.217 0.128 0.37
C -3.903203 -1.115472 2.426272 0.011 0.008 0.013 0.04
C -3.299260 0.054903 2.892763 -0.005 0.029 0.021 0.03
C -4.052642 1.179425 3.201699 -0.012 -0.009 -0.001 -0.02
C -5.434527 1.140424 3.074227 0.018 -0.019 -0.011 0.02
C -6.054644 -0.024586 2.639750 0.026 0.002 -0.006 -0.01
C -5.294046 -1.138200 2.309991 0.002 0.018 0.018 0.00
C -1.767706 -3.307858 3.278536 0.058 0.009 0.044 -0.05
C -1.989643 -2.865640 4.584508 0.000 -0.011 -0.008 0.01
C -1.194019 -3.312247 5.631164 0.010 -0.001 -0.017 -0.01
C -0.155513 -4.199893 5.386554 -0.010 -0.004 -0.014 0.03
C 0.082737 -4.641932 4.092570 0.003 0.015 0.025 -0.01
C -0.714459 -4.196315 3.048549 -0.022 -0.001 0.013 0.16
H -5.755354 -6.771703 -1.004208 -0.001 0.000 0.000 0.00
H -4.199885 -7.365636 0.828373 0.003 -0.003 0.002 0.00
H -2.985803 -5.601053 2.039843 0.005 -0.006 0.008 0.00
H -4.878984 -2.629864 -0.404819 -0.022 0.011 0.019 0.02
H -6.087220 -4.391079 -1.609563 0.003 0.004 0.001 0.00
H -2.221544 0.129788 3.002061 -0.061 -0.031 -0.042 0.01
H -3.545516 2.087988 3.500189 0.005 0.003 0.001 0.00
H -6.025012 2.020444 3.298982 -0.001 0.001 0.002 0.00
H -7.133118 -0.060381 2.537271 -0.006 0.000 -0.001 0.00
H -5.789383 -2.030605 1.946406 -0.009 -0.022 -0.026 0.01
H -2.787353 -2.159262 4.784469 -0.004 0.008 0.002 0.00
H -1.374447 -2.952064 6.637045 -0.002 0.002 0.002 0.00
H 0.482020 -4.527987 6.198310 0.001 -0.001 0.002 0.00
H 0.911750 -5.308712 3.890624 -0.002 -0.001 -0.005 0.00
H -0.502830 -4.522485 2.037024 0.012 -0.014 -0.026 0.00
```
Forces are in eV/Å.